[1]
Below is a single C16H26N2O3 molecule, with properties calculated with the ωB97M-V functional and the def2-TZVPD basis.

```
47
Properties=species:S:1:pos:R:3:forces:R:3:nbo_charge:R:1
C -3.226311 -1.357721 -2.610962 -0.1 -0.1 0.2 -0.61
C -3.590704 -1.959658 -1.258643 0.2 0.0 0.0 -0.39
C -2.747412 -1.404019 -0.109501 -0.3 0.0 0.0 -0.41
C -3.151707 0.018478 0.281572 0.2 -0.2 -0.1 -0.22
N -2.108010 0.686048 1.046199 -0.2 0.1 0.1 -0.47
C -2.022489 0.188977 2.404373 0.0 0.0 0.0 -0.41
C -2.223742 2.139420 0.994595 -0.1 0.1 -0.1 -0.21
C -1.645362 2.717916 -0.301055 0.0 0.1 0.2 -0.50
C -0.126820 2.595734 -0.397595 -0.5 0.0 0.0 0.68
O 0.572157 3.541402 -0.703037 0.2 0.2 -0.1 -0.62
N 0.306927 1.340239 -0.140431 0.0 -0.5 0.1 -0.64
C 1.617244 0.860249 -0.127088 0.3 0.0 -0.1 0.06
C 2.721464 1.629868 -0.451589 -0.2 0.0 0.0 -0.20
C 4.003051 1.100604 -0.426345 0.4 -0.3 0.0 -0.33
C 4.193089 -0.224069 -0.070838 -0.1 0.1 0.0 0.31
O 5.400094 -0.862457 -0.006848 -0.3 -0.1 0.1 -0.50
C 6.555048 -0.129433 -0.331958 0.2 0.1 0.0 -0.25
C 3.088594 -1.014678 0.257393 0.0 -0.1 0.0 -0.36
C 1.812472 -0.490458 0.230919 0.1 0.1 -0.1 0.36
O 0.678437 -1.202037 0.531823 0.2 0.5 -0.1 -0.53
C 0.825244 -2.538374 0.942361 0.0 -0.3 0.1 -0.25
H -3.808200 -1.826418 -3.401275 0.0 0.0 -0.1 0.21
H -3.425445 -0.289451 -2.637517 0.0 0.1 -0.1 0.20
H -2.170811 -1.513654 -2.822331 0.1 0.0 -0.1 0.20
H -4.648830 -1.783272 -1.050519 -0.1 -0.1 0.0 0.19
H -3.441782 -3.040675 -1.308737 -0.1 0.0 0.0 0.20
H -1.695731 -1.396346 -0.399728 0.1 0.0 0.0 0.21
H -2.855670 -2.064010 0.753485 0.1 0.0 0.0 0.20
H -3.315878 0.596670 -0.628079 -0.1 0.0 0.0 0.20
H -4.104394 -0.001122 0.838953 0.0 0.1 0.0 0.17
H -2.939803 0.376466 2.982768 0.0 0.0 0.0 0.17
H -1.837799 -0.882248 2.381619 0.0 -0.1 0.1 0.20
H -1.184872 0.666894 2.910105 0.0 0.0 0.1 0.21
H -1.665503 2.557946 1.835508 -0.1 0.0 0.0 0.21
H -3.272940 2.461925 1.099977 0.1 0.0 0.1 0.18
H -1.893856 3.777729 -0.368301 0.1 -0.1 -0.1 0.24
H -2.076441 2.215335 -1.169222 -0.1 0.0 0.0 0.22
H -0.406332 0.688025 0.197929 0.0 0.2 0.0 0.45
H 2.571713 2.660585 -0.725311 0.0 0.0 0.0 0.26
H 4.831991 1.738193 -0.685832 0.1 0.0 0.0 0.22
H 7.386765 -0.823501 -0.219785 0.0 0.1 0.0 0.20
H 6.697606 0.718464 0.345909 0.0 0.0 0.0 0.18
H 6.523525 0.233590 -1.364403 0.0 0.0 0.0 0.18
H 3.280105 -2.040075 0.526080 0.0 -0.1 0.0 0.23
H -0.182069 -2.897285 1.149025 0.1 0.0 0.0 0.20
H 1.431076 -2.615265 1.850537 0.0 0.0 0.0 0.18
H 1.272327 -3.154522 0.155785 0.0 0.0 0.0 0.18
```
Forces are in eV/Å.

As for the LUMO energy: 0.71 eV. The relative energy (zero: lowest compared OMol25 entry of this formula, charge and spin) is 2.3722 eV. As for the gap between HOMO and LUMO: 8.25 eV. The calculation puts the molecular weight at 294.4 g mol⁻¹.

---

[2]
Below is 2 unconnected molecules or ions with the total composition C16H26N2O5 at a distorted geometry, with properties calculated with the ωB97M-V functional and the def2-TZVPD basis.

```
49
Properties=species:S:1:pos:R:3:forces:R:3:nbo_charge:R:1
C 4.068156 -1.408758 -1.650150 -0.4 0.0 0.0 -0.42
N 2.970346 -1.926906 -0.831613 1.3 0.2 -0.5 -0.60
C 1.765349 -1.380275 -0.633216 -1.2 -0.3 0.3 0.67
O 0.977939 -1.957622 0.108289 -0.3 0.3 0.0 -0.65
C 1.371029 -0.073383 -1.362593 -0.3 0.3 0.0 -0.13
C 0.106613 0.594282 -0.777237 0.5 -0.1 0.1 -0.39
C -0.188785 2.007444 -1.327890 -0.5 -0.1 0.0 -0.22
C -1.182982 1.987512 -2.494131 0.6 0.0 0.0 -0.60
C -0.797386 2.889247 -0.236330 0.5 -0.2 0.0 -0.60
N 1.190205 -0.301792 -2.801735 -0.2 -0.7 1.1 -0.62
C 1.932169 0.247736 -3.763075 1.2 0.8 -0.9 0.68
C 1.544047 -0.086198 -5.184101 0.0 0.0 0.1 -0.71
O 2.886840 0.980649 -3.544915 -0.1 0.0 0.3 -0.64
H 4.193054 -0.334752 -1.497372 0.0 -0.1 -0.1 0.22
H 5.000046 -1.907519 -1.378887 -0.2 0.0 0.1 0.21
H 3.868187 -1.592696 -2.706979 0.2 0.1 0.0 0.20
H 3.124059 -2.793091 -0.338720 -0.2 0.1 0.0 0.40
H 2.194987 0.624984 -1.210906 0.1 0.0 -0.5 0.24
H -0.758294 -0.051593 -0.932778 0.0 -0.1 0.2 0.22
H 0.261328 0.669698 0.300171 -0.1 -0.2 0.1 0.23
H 0.739181 2.474777 -1.657182 0.2 0.0 -0.1 0.20
H -2.123138 1.536148 -2.177044 -0.1 0.0 0.0 0.20
H -1.371469 3.006523 -2.831274 -0.1 0.0 -0.1 0.21
H -0.774532 1.423188 -3.328041 -0.1 -0.1 -0.2 0.20
H -1.726513 2.449332 0.126917 -0.1 0.0 0.1 0.21
H -0.995559 3.885887 -0.629863 -0.1 0.0 0.1 0.21
H -0.097794 2.979372 0.594669 -0.1 0.1 0.2 0.21
H 0.427867 -0.898146 -3.079179 -0.1 0.0 0.1 0.40
H 1.581166 -1.164125 -5.327477 -0.1 -0.1 -0.1 0.22
H 0.538635 0.282110 -5.378760 -0.1 -0.1 -0.1 0.23
H 2.246287 0.396537 -5.862593 -0.1 -0.1 0.1 0.25
C -1.897187 -2.494921 1.235315 0.2 -0.2 0.1 -0.24
O -1.866007 -1.068755 1.366879 -0.1 -0.4 -0.2 -0.53
C -1.825084 -0.636384 2.661587 0.0 0.3 0.9 0.34
C -2.956177 -0.020200 3.193446 0.1 -0.1 -0.3 -0.35
C -2.952191 0.450855 4.503134 0.4 -0.3 -0.6 0.33
O -4.058266 1.054034 5.021615 0.0 0.1 0.2 -0.66
C -1.808750 0.311453 5.281662 0.0 0.2 0.7 -0.36
C -0.666697 -0.286699 4.759491 -0.4 -0.1 -0.8 0.35
O 0.449879 -0.390460 5.534219 0.0 0.0 0.1 -0.66
C -0.674291 -0.762996 3.446999 -0.1 -0.1 -0.3 -0.40
H -1.008895 -2.953163 1.681619 -0.1 0.1 -0.1 0.19
H -1.922835 -2.764735 0.175736 0.1 0.4 0.2 0.19
H -2.786944 -2.907461 1.721069 0.0 0.1 0.0 0.17
H -3.834938 0.083815 2.569369 0.0 0.0 0.0 0.21
H -4.733664 1.146632 4.333906 0.3 -0.1 0.2 0.48
H -1.804551 0.680276 6.301247 0.0 0.0 -0.1 0.23
H 1.170642 -0.776145 5.015072 -0.3 0.1 0.1 0.48
H 0.204917 -1.223715 3.011630 0.1 0.0 0.0 0.22
```
Forces are in eV/Å.

As for the LUMO energy: 0.56 eV. The relative energy (zero: lowest compared OMol25 entry of this formula, charge and spin) is 0.2662 eV. As for the gap between HOMO and LUMO: 8.91 eV. The calculation puts the molecular weight at 326.4 g mol⁻¹.

---

[3]
Below is 4 unconnected molecules or ions with the total composition C16H26O11S at a distorted geometry, with properties calculated with the ωB97M-V functional and the def2-TZVPD basis.

```
54
Properties=species:S:1:pos:R:3:forces:R:3:nbo_charge:R:1
C 6.513137 5.675395 15.554125 0.1 -1.3 -1.2 -0.62
C 7.023938 6.782075 14.593763 -2.5 -9.9 -4.6 0.08
C 7.996860 6.116242 13.532549 2.2 -0.5 4.7 -0.09
O 7.582138 6.524805 12.348469 -2.7 0.6 -3.3 -0.48
C 6.360627 7.106414 12.525690 -1.1 1.2 -4.6 0.96
O 5.658854 7.550661 11.652367 1.1 -0.8 0.1 -0.58
O 6.019209 7.178864 13.747726 -1.5 1.5 2.9 -0.45
H 6.081205 4.712497 15.135567 1.0 1.1 -0.2 0.22
H 5.666892 6.034198 16.076434 -0.5 0.7 1.2 0.22
H 7.384651 5.433527 16.175423 -0.5 -0.1 0.3 0.21
H 7.418022 7.326710 15.237198 3.4 6.6 4.6 0.17
H 8.138497 5.020472 13.720791 -0.5 0.7 -0.6 0.18
H 8.931439 6.597596 13.643302 1.6 0.0 0.6 0.18
C 10.461333 3.330471 16.031189 0.6 1.4 -3.0 -0.67
C 11.887015 3.954652 16.303407 -0.4 -1.7 2.8 0.07
C 13.045772 2.929979 16.137608 1.1 2.4 -0.3 -0.10
O 13.784636 3.383793 14.944954 -0.9 -1.8 1.0 -0.45
C 13.203478 4.481514 14.579991 4.3 3.8 -3.9 0.95
O 13.626370 5.290771 13.763931 0.3 -1.8 -0.6 -0.63
O 12.247985 4.908371 15.272848 -5.2 0.0 4.6 -0.46
H 9.846053 2.678721 16.643769 0.8 0.2 0.9 0.25
H 10.497647 2.826292 15.035468 0.3 0.0 0.6 0.23
H 9.869422 4.208027 15.737506 -0.3 -0.1 0.5 0.22
H 11.884256 4.310876 17.453060 0.2 0.2 -2.9 0.21
H 12.671660 1.998047 15.975859 -0.9 -2.7 -0.6 0.20
H 13.806391 2.918839 16.893501 0.0 0.1 0.7 0.20
C 9.539035 4.968350 9.897018 -1.5 3.5 -4.5 -0.68
C 10.369312 3.858615 10.298393 5.2 0.2 -0.9 0.07
C 11.413134 4.020511 11.454996 -1.0 1.1 3.0 -0.11
O 11.169440 2.804591 12.247236 1.0 1.4 -0.9 -0.49
C 10.111814 2.196488 11.737049 1.3 -4.3 1.9 0.96
O 9.838127 1.081607 12.133101 -0.9 1.3 -0.4 -0.60
O 9.572490 2.815111 10.731517 -1.4 -0.1 -1.4 -0.48
H 8.696769 5.314275 10.444293 0.1 0.4 2.3 0.25
H 8.784901 4.628092 9.120461 1.5 -0.2 -0.3 0.23
H 10.034612 5.965568 9.382807 -0.8 -2.8 1.5 0.24
H 11.272561 3.563309 9.404025 -3.4 0.3 1.8 0.18
H 11.313559 4.797030 12.313363 -0.2 -0.5 -2.1 0.20
H 12.426168 4.087290 11.087003 0.2 -0.3 0.1 0.21
O 2.643485 4.346454 9.545073 0.1 -0.6 -0.9 -0.95
S 3.873906 4.214290 8.776195 -0.9 3.3 1.9 2.17
O 4.121882 5.084496 7.647031 -0.8 -1.2 -1.0 -0.94
C 5.166851 4.705265 9.847745 -2.6 -2.9 3.0 -0.67
C 5.506183 3.393348 10.585398 4.5 2.9 -3.2 -0.38
C 5.578209 2.328389 9.543757 -0.5 7.0 -4.3 -0.37
C 4.306124 2.534106 8.666208 -0.7 -2.3 -1.9 -0.71
H 4.744730 5.410354 10.531821 0.0 0.9 0.0 0.27
H 5.873004 5.047110 9.220813 2.9 1.3 -1.7 0.23
H 6.506253 3.559045 11.008308 -0.2 -0.4 0.4 0.21
H 4.874948 3.116584 11.271167 -3.7 -0.9 4.1 0.20
H 5.435982 1.498383 9.967183 0.3 -7.1 2.8 0.21
H 6.437570 2.625455 8.947097 0.3 -1.3 -0.1 0.21
H 3.451727 1.856297 8.970772 0.8 1.1 0.0 0.26
H 4.393409 2.322078 7.563720 0.4 0.1 1.0 0.26
```
Forces are in eV/Å.

As for the LUMO energy: 0.23 eV. The relative energy (zero: lowest compared OMol25 entry of this formula, charge and spin) is 0.5187 eV. As for the gap between HOMO and LUMO: 10.21 eV. The calculation puts the molecular weight at 426.4 g mol⁻¹.

---

Question: Number 1 is which compound?
Answer: C16H26N2O3

---

Question: The lowest molecular weight belongs to which entry?
Answer: C16H26N2O3

---

Question: relative energy (zero: lowest compared OMol25 entry of this formula, charge and spin) of number 1 (C16H26N2O3)?
Answer: 2.3722 eV

---

Question: Which of these has the lowest molecular weight?
Answer: C16H26N2O3